Entry from OMol25: a cluster of 3 separate species, C4H8O2 in total in a non-equilibrium geometry (ωB97M-V/def2-TZVPD).

Summary:
- HOMO level: -8.704 eV
- Orbital gap: 9.589 eV
- Maximum force: 1.37 eV/A
- Energy above the lowest of the compared OMol25 structures with the same formula, charge and spin: 2.579 eV
- LUMO: 0.0325 hartree
- Charge: 0

The geometry in XYZ format:
```
14
C4H8O2, DFT ωB97M-V/def2-TZVPD
C 1.07 -0.14 0.85
H 1.45 -1.16 0.86
H 1.55 0.32 -2.27
H 1.13 -1.24 -1.54
H -2.54 1.12 -1.47
H -0.14 -0.16 -2.16
O 1.02 0.50 2.06
H 0.36 1.49 -0.23
H -2.16 0.75 -0.95
C 0.82 -0.19 -1.63
C -2.04 -0.89 1.26
O -1.71 -0.74 2.34
H 1.14 -0.15 2.76
C 0.72 0.47 -0.28
```

Results of the Löwdin charge analysis, in e, for atoms 1 through 6: -0.2581, 0.1240, 0.0714, 0.0729, 0.0448, 0.0499

=====

Entry from OMol25: the molecule C5H10O2S in a non-equilibrium geometry (ωB97M-V/def2-TZVPD).

Summary:
- HOMO level: -8.823 eV
- Orbital gap: 9.310 eV
- Maximum force: 7.27 eV/A
- Energy above the lowest of the compared OMol25 structures with the same formula, charge and spin: 2.821 eV
- LUMO: 0.0179 hartree
- Charge: 0
- SMILES: CCC(=O)S[C@H](C)O

The geometry in XYZ format:
```
18
C5H10O2S, DFT ωB97M-V/def2-TZVPD
C -1.18 -1.16 -1.63
H 1.21 -1.13 2.94
O -0.22 1.07 -1.88
H 1.77 2.25 0.89
H -0.62 -1.59 -2.58
H -3.23 -0.95 -1.24
H -2.56 0.02 -2.68
H -1.18 -1.78 -0.88
C 1.37 0.52 2.14
H 2.39 2.29 2.53
S 0.20 -0.31 0.48
C -0.40 0.07 -1.29
C -2.60 -0.95 -2.13
C 2.25 1.62 1.60
H 0.57 1.02 2.80
O 1.91 -0.63 2.63
H -2.86 -1.70 -2.82
H 3.18 1.35 1.12
```

Results of the Löwdin charge analysis, in e, for atoms 1 through 6: -0.2951, 0.0493, 0.0580, 0.0605, 0.1728, 0.0846

=====

Entry from OMol25: the molecule C2H4O5S2 in a non-equilibrium geometry (ωB97M-V/def2-TZVPD).

Summary:
- HOMO level: -12.113 eV
- Orbital gap: 12.260 eV
- Maximum force: 2.68 eV/A
- Energy above the lowest of the compared OMol25 structures with the same formula, charge and spin: 0.127 eV
- LUMO: 0.0054 hartree
- Charge: 0

The geometry in XYZ format:
```
13
C2H4O5S2, DFT ωB97M-V/def2-TZVPD
O 0.42 2.34 0.84
H -1.66 -1.11 0.20
O 1.76 -1.58 -1.00
S 0.94 -1.20 0.13
C -0.22 0.04 -0.50
S 0.91 1.26 0.05
O 1.56 0.09 0.97
H -2.55 0.29 -0.36
H -1.48 0.37 1.16
H -0.23 0.15 -1.63
O 0.46 -2.19 1.04
O 1.68 1.61 -1.08
C -1.60 -0.08 0.18
```

Results of the Löwdin charge analysis, in e, for atoms 1 through 6: -0.2236, 0.0375, -0.2450, 0.6861, -0.4085, 0.5964